Record 1
ORCA calculation (wB97M-V/def2-TZVPD) on an isolated molecule of C3H5ClFN in a non-equilibrium geometry.

Output
- 2S+1: 1
- Structure (SMILES): F[C@@H](Cl)[C@H]1CN1
- HOMO-LUMO gap: 11.5 eV
- E_HOMO: -10.51 eV
- Relative energy (zero: lowest compared OMol25 entry of this formula, charge and spin): 135.9 kJ/mol

The geometry in XYZ format:
```
11
Properties=species:S:1:pos:R:3:nbo_charge:R:1
F 1.422 -1.415 0.548 -0.331
C 0.210 -1.060 0.901 0.244
Cl 0.344 -0.944 2.754 -0.094
C 0.084 0.240 0.114 -0.131
C -0.211 0.387 -1.221 -0.262
N -1.170 0.890 -0.307 -0.565
H -0.539 -1.749 0.465 0.185
H 0.820 0.980 0.651 0.200
H 0.577 1.143 -1.670 0.185
H -0.492 -0.317 -1.994 0.215
H -1.044 1.846 -0.240 0.352
```


Record 2
ORCA calculation (wB97M-V/def2-TZVPD) on a cluster of 2 separate species, CH6NOPS in total in a non-equilibrium geometry.

Output
- 2S+1: 1
- Structure (SMILES): CP(=O)=S.N
- HOMO-LUMO gap: 8.5 eV
- E_HOMO: -8.95 eV
- Relative energy (zero: lowest compared OMol25 entry of this formula, charge and spin): 207.5 kJ/mol

The geometry in XYZ format:
```
11
Properties=species:S:1:pos:R:3:nbo_charge:R:1
C 0.556 -1.756 0.834 -0.928
P 1.200 -0.392 -0.345 1.607
O 1.188 -0.757 -1.742 -1.003
S 1.464 1.520 0.304 -0.461
H 1.473 -2.102 1.301 0.259
H -0.036 -1.096 1.409 0.255
H 0.170 -2.414 0.015 0.268
N -1.296 1.803 -0.615 -1.045
H -1.507 0.814 -0.503 0.344
H -1.939 2.312 -1.032 0.350
H -1.273 2.069 0.374 0.353
```